This record from the OMol25 dataset describes a 2-piece molecular cluster, C11H23N3O6S overall in a non-equilibrium geometry. The level of theory is ωB97M-V/def2-TZVPD.

```
44
Properties=species:S:1:pos:R:3:forces:R:3:nbo_charge:R:1
C -2.587 2.865 -1.562 -0.201 -0.741 -0.321 -0.625
C -1.943 1.464 -1.976 0.030 -0.361 -0.790 -0.417
C -0.366 1.357 -1.724 -0.404 2.530 -0.469 -0.120
O 0.016 0.568 -0.581 0.045 -1.574 -1.270 -0.492
C 0.427 -0.750 -0.915 -0.049 -2.338 -0.255 0.189
C 1.749 -0.957 -1.804 0.435 0.037 -0.519 -0.240
N 3.021 -0.924 -1.020 0.189 -1.099 -0.529 -0.810
C -0.686 -1.603 -1.758 -1.660 0.939 -1.946 0.701
O -0.821 -1.645 -2.996 0.499 0.092 3.646 -0.568
N -1.631 -2.347 -0.869 0.980 0.992 1.187 -0.704
C -0.816 -2.670 0.355 1.181 -2.015 -0.124 -0.047
C -1.572 -3.007 1.720 -0.255 -0.497 0.075 -0.639
C 0.489 -1.744 0.355 2.117 0.113 -0.283 -0.215
C 1.084 -1.176 1.716 -0.980 -0.156 1.159 -0.423
C 0.191 -0.059 2.426 0.856 1.710 -1.174 -0.280
N 0.088 -0.211 3.919 -0.047 0.213 -0.255 -0.875
H -2.227 3.191 -0.534 -0.420 -0.249 -1.365 0.266
H -2.320 3.641 -2.361 -0.231 -0.974 1.356 0.203
H -3.729 2.723 -1.596 1.540 0.410 0.217 0.171
H -2.092 1.351 -3.114 0.109 0.062 1.561 0.182
H -2.502 0.568 -1.523 0.761 1.295 -0.375 0.176
H 0.131 1.065 -2.701 -0.405 -0.106 1.370 0.167
H -0.007 2.437 -1.497 -0.174 -1.767 -0.101 0.299
H 1.854 -0.210 -2.653 -0.520 -0.769 1.185 0.222
H 1.676 -1.995 -2.292 -0.334 1.443 0.510 0.160
H 3.821 -0.685 -1.633 -0.876 0.162 0.458 0.355
H 3.209 -1.915 -0.779 -0.039 0.936 0.122 0.324
H -2.387 -1.754 -0.492 0.328 0.100 -0.977 0.381
H -0.400 -3.704 0.064 -0.394 1.439 0.538 0.163
H -1.022 -2.637 2.656 -0.921 -0.101 -1.520 0.253
H -1.592 -4.152 1.831 -0.062 1.627 -0.225 0.195
H -2.674 -2.694 1.718 1.566 -0.075 0.102 0.204
H 1.303 -2.501 0.049 -1.059 1.127 0.276 0.191
H 1.149 -2.070 2.440 -0.130 1.067 -0.931 0.178
H 2.144 -0.772 1.634 -1.443 -0.528 -0.481 0.260
H 0.731 0.945 2.244 -0.869 -1.290 -0.327 0.294
H -0.832 0.077 1.921 1.333 -0.569 0.953 0.183
H 1.016 0.071 4.287 -0.829 -0.173 -0.262 0.351
H -0.555 0.542 4.225 0.642 -0.587 -0.182 0.354
O 2.105 3.473 -0.819 -0.014 -0.265 -0.604 -1.139
S 1.734 3.865 0.565 0.225 0.246 0.113 2.580
O 2.539 5.036 0.982 0.191 0.294 0.114 -1.126
O 1.994 2.730 1.487 0.005 -0.571 0.436 -1.141
O 0.290 4.213 0.605 -0.718 -0.030 -0.091 -1.144
```
Forces are in eV/Å.

Calculated values
Max |F|, hartree/bohr: 0.0716
Net charge: -2
E_HOMO, eV: 0.24
DFT total energy, eV: -39367.1424